Computed, not measured: a structure of composition C36H93F2HgN6O20S2 at a distorted geometry, with ωB97M-V with the def2-TZVPD basis set.

Results
charge: +1
highest occupied orbital energy: -10.03 eV
LUMO level: -4.99 eV
F_max: 8.4 eV/A
gap between HOMO and LUMO: 5.0 eV
energy relative to the best compared isomer or geometry (same formula, charge and spin): 0.0 kcal per mole

Last column: Löwdin charge in e.
Atoms and positions in Å:
Hg  -2.461  -2.689  1.633  1.325
N  -1.164  -1.017  1.055  -0.360
S  -1.042  0.075  -0.031  0.437
O  -0.327  -0.314  -1.206  -0.248
O  -1.029  1.480  0.250  -0.228
F  -2.551  -0.115  -0.594  -0.206
S  0.288  -0.688  1.852  0.542
O  0.267  0.383  2.800  -0.239
O  1.481  -1.021  1.142  -0.201
F  0.194  -1.988  2.802  -0.200
C  1.954  3.069  -0.135  -0.231
C  1.853  3.505  1.327  -0.240
O  2.968  4.309  1.683  -0.062
O  3.140  2.301  -0.244  -0.083
H  1.979  3.923  -0.823  0.124
H  1.137  2.429  -0.464  0.084
H  1.780  2.647  1.994  0.099
H  0.933  4.095  1.447  0.117
H  2.843  5.152  1.234  0.095
H  3.934  2.801  -0.041  0.076
C  -2.576  -2.618  -2.640  -0.225
C  -3.529  -2.939  -1.511  -0.196
O  -2.892  -3.601  -0.408  -0.151
O  -1.938  -3.780  -3.162  -0.055
H  -1.894  -1.824  -2.330  0.100
H  -3.107  -2.175  -3.489  0.105
H  -4.297  -3.636  -1.863  0.135
H  -3.958  -1.987  -1.201  0.101
H  -2.772  -4.540  -0.593  0.114
H  -2.417  -4.104  -3.928  0.095
C  -5.067  0.062  -3.204  -0.255
C  -6.210  -0.875  -2.817  -0.249
O  -7.120  -0.975  -3.883  -0.041
O  -4.407  -0.559  -4.297  -0.131
H  -4.365  0.186  -2.362  0.090
H  -5.311  1.096  -3.475  0.125
H  -6.646  -0.546  -1.874  0.123
H  -5.704  -1.832  -2.635  0.090
H  -6.578  -1.106  -4.672  0.085
H  -3.617  -0.007  -4.582  0.047
C  3.039  -6.668  -4.644  -0.102
O  2.915  -5.507  -3.839  -0.197
C  1.915  -4.588  -4.246  -0.229
C  1.911  -3.364  -3.356  -0.198
N  3.105  -2.528  -3.536  -0.029
C  3.130  -1.453  -2.556  -0.192
C  2.386  -0.197  -3.008  -0.225
O  3.065  0.329  -4.130  -0.173
C  2.793  1.689  -4.342  -0.109
H  3.725  -6.413  -5.455  0.090
H  2.064  -6.985  -5.020  0.081
H  3.484  -7.477  -4.070  0.084
H  0.945  -5.082  -4.356  0.113
H  2.213  -4.270  -5.256  0.125
H  1.728  -3.563  -2.303  0.099
H  1.052  -2.783  -3.729  0.096
H  3.100  -2.073  -4.443  0.108
H  4.163  -1.129  -2.389  0.119
H  2.676  -1.716  -1.599  0.107
H  2.330  0.527  -2.187  0.107
H  1.355  -0.449  -3.287  0.093
H  3.048  2.233  -3.422  0.084
H  1.774  1.901  -4.676  0.073
H  3.427  2.238  -5.044  0.090
C  2.596  -0.094  4.880  -0.124
O  3.775  0.248  5.557  -0.188
C  4.054  1.641  5.643  -0.189
C  4.570  2.153  4.302  -0.234
N  5.786  1.542  3.796  -0.039
C  6.040  1.959  2.428  -0.214
C  7.084  1.043  1.811  -0.228
O  6.611  -0.275  1.746  -0.179
C  5.957  -0.590  0.536  -0.108
H  1.710  0.383  5.325  0.082
H  2.447  -1.170  4.887  0.088
H  2.617  0.342  3.875  0.065
H  4.862  1.817  6.354  0.125
H  3.181  2.151  6.060  0.115
H  4.804  3.209  4.505  0.125
H  3.777  2.189  3.542  0.094
H  5.589  0.542  3.812  0.110
H  6.346  3.008  2.432  0.127
H  5.114  1.889  1.840  0.097
H  7.963  1.177  2.451  0.126
H  7.450  1.357  0.825  0.121
H  5.132  0.047  0.202  0.076
H  5.596  -1.616  0.551  0.087
H  6.725  -0.537  -0.247  0.090
C  0.297  -4.223  0.038  -0.040
O  -0.590  -4.211  1.176  -0.333
C  -0.493  -5.312  2.077  -0.176
C  -1.249  -4.929  3.337  -0.172
N  -2.656  -4.614  2.998  -0.095
C  -3.359  -4.207  4.233  -0.176
C  -2.879  -2.899  4.859  -0.231
O  -2.443  -1.964  3.912  -0.295
C  -2.350  -0.632  4.474  -0.026
H  0.004  -3.307  -0.482  0.077
H  0.031  -5.056  -0.612  0.107
H  1.331  -4.107  0.356  0.110
H  0.561  -5.526  2.253  0.143
H  -0.969  -6.198  1.640  0.134
H  -0.744  -4.137  3.884  0.121
H  -1.271  -5.808  3.990  0.142
H  -3.093  -5.449  2.619  0.139
H  -3.527  -4.956  5.009  0.140
H  -4.375  -3.987  3.878  0.126
H  -2.093  -3.126  5.591  0.140
H  -3.709  -2.601  5.508  0.139
H  -2.403  0.096  3.667  0.078
H  -1.429  -0.547  5.046  0.110
H  -3.249  -0.437  5.059  0.106
C  -1.023  -2.200  -7.986  -0.099
O  -0.858  -1.019  -7.229  -0.164
C  -1.061  -1.235  -5.852  -0.231
C  -0.977  0.085  -5.122  -0.174
N  -2.247  0.859  -5.231  -0.060
C  -2.120  2.253  -4.828  -0.181
C  -2.068  2.469  -3.329  -0.227
O  -1.752  3.813  -3.059  -0.167
C  -1.554  4.048  -1.667  -0.086
H  -0.149  -2.826  -7.751  0.091
H  -1.107  -1.918  -9.034  0.092
H  -1.898  -2.828  -7.777  0.087
H  -0.221  -1.830  -5.459  0.114
H  -1.934  -1.800  -5.504  0.116
H  -0.156  0.701  -5.502  0.122
H  -0.785  -0.165  -4.073  0.096
H  -2.259  0.843  -6.253  0.129
H  -2.991  2.819  -5.179  0.129
H  -1.314  2.777  -5.356  0.129
H  -1.308  1.775  -2.934  0.112
H  -2.989  2.225  -2.787  0.116
H  -2.462  3.813  -1.105  0.082
H  -1.363  5.110  -1.527  0.095
H  -0.706  3.485  -1.281  0.058
C  -5.203  4.293  2.253  -0.101
O  -4.054  4.016  3.026  -0.185
C  -2.994  3.462  2.297  -0.242
C  -1.844  3.063  3.204  -0.224
N  -1.067  4.215  3.653  -0.053
C  0.010  3.836  4.564  -0.203
C  0.801  5.080  4.977  -0.222
O  -0.059  5.769  5.873  -0.203
C  0.501  7.060  6.187  -0.081
H  -5.820  4.981  2.832  0.089
H  -5.796  3.370  2.213  0.086
H  -4.987  4.722  1.274  0.090
H  -2.558  4.154  1.563  0.123
H  -3.379  2.604  1.726  0.114
H  -1.193  2.350  2.695  0.075
H  -2.204  2.513  4.092  0.115
H  -1.739  4.800  4.144  0.115
H  0.536  3.059  4.001  0.096
H  -0.418  3.345  5.450  0.121
H  0.967  5.744  4.126  0.119
H  1.745  4.727  5.404  0.118
H  0.485  7.680  5.290  0.087
H  1.511  6.915  6.570  0.087
H  -0.186  7.462  6.926  0.088